ORCA calculation (ωB97M-V with the def2-TZVPD basis set) on a cluster of 6 separate species, CH13O5S in total at a distorted geometry.

Element x y z (Å)
C  -3.3183  2.0943  0.6367
S  -3.4444  0.5149  1.4194
H  -4.2991  2.6652  0.5062
H  -3.0032  2.7256  1.5287
H  -2.8229  2.1797  -0.3321
H  -1.5367  -1.4214  0.2715
H  -1.4895  -0.1413  0.9588
O  -0.8370  -0.8551  0.6187
H  3.9390  -0.3520  1.8969
H  3.7639  0.5789  0.6158
O  4.3109  -0.0786  1.0594
H  1.6811  -0.2994  3.2520
H  1.1802  -0.7401  1.8797
O  1.8644  -0.2099  2.3120
H  1.7031  -0.7140  -3.0233
H  1.6467  -1.4783  -4.4325
O  2.0897  -1.3943  -3.5879
H  -0.4586  -1.8017  -1.9008
H  -0.3687  -0.3616  -1.4516
O  -0.6008  -0.9108  -2.2275

Its spin multiplicity is 1. The calculation puts the LUMO energy at 3.183 eV. The charge is -1. The HOMO-LUMO gap is 6.115 eV.

Atom charges from the Mulliken analysis, given in e for atoms 1 to 6: C -0.73; S -0.69; H 0.22; H 0.17; H 0.23; H 0.34